1.
23
Properties=species:S:1:pos:R:3:forces:R:3:nbo_charge:R:1 method="wB97M-V/def2-TZVPD" multiplicity=1 molar_mass_g_mol=117.19 total_energy_ha=-367.5676 largest_force_ev_per_a=1.1 homo_lumo_gap_ev=9.8 e_homo_ev=-8.77 lumo_ev=1.00 smiles="C=CC[C@H](C)NC.O"
C -0.3130 1.2476 1.4756 0.11 -0.24 -0.08 -0.40
N -0.2970 1.1811 0.0308 -0.86 0.18 -0.74 -0.66
C 0.0019 -0.0909 -0.6163 0.45 0.01 0.31 -0.03
C 1.4972 -0.4784 -0.4814 -0.13 0.25 0.49 -0.47
C 1.8779 -1.0329 0.8734 0.45 0.34 -0.55 -0.17
C 1.2400 -2.0036 1.4802 -0.27 -0.49 0.45 -0.41
C -0.3838 -0.1149 -2.0963 0.39 -0.11 0.40 -0.62
H -0.9214 0.4136 1.8248 0.12 -0.11 0.20 0.19
H 0.6765 1.1852 1.9351 0.04 -0.09 0.15 0.17
H -0.7985 2.1531 1.8312 -0.01 0.21 -0.18 0.20
H 0.1669 1.9551 -0.4223 0.12 0.04 0.11 0.36
H -0.5957 -0.8326 -0.0818 -0.09 -0.05 -0.05 0.19
H 1.7960 -1.1701 -1.2731 -0.04 -0.05 0.06 0.22
H 2.0503 0.4476 -0.6330 0.19 0.05 -0.24 0.20
H 2.7633 -0.6392 1.3640 0.01 0.15 -0.13 0.20
H 1.5861 -2.3671 2.4364 -0.09 -0.12 0.07 0.20
H 0.3594 -2.4560 1.0514 -0.15 -0.17 0.01 0.19
H 0.4274 0.3010 -2.7001 -0.16 0.15 -0.06 0.20
H -1.3209 0.3917 -2.3096 -0.02 -0.04 -0.02 0.23
H -0.4625 -1.1700 -2.3483 -0.14 -0.03 -0.35 0.21
H -2.3548 1.1164 -0.6225 0.05 0.22 0.08 0.48
H -3.6803 0.8375 0.0637 -0.06 0.07 -0.19 0.46
O -3.3150 1.1256 -0.7819 0.09 -0.18 0.26 -0.96



2.
66
Properties=species:S:1:pos:R:3:forces:R:3:lowdin_charge:R:1 method="wB97M-V/def2-TZVPD" multiplicity=1 molar_mass_g_mol=734.00 charge=+2 total_energy_ha=-2418.8304 largest_force_ev_per_a=1.2 homo_lumo_gap_ev=6.8 e_homo_ev=-13.99 lumo_ev=-7.16
Tl -0.2196 1.1317 -0.6446 0.71 0.48 0.59 0.96
F 3.2904 3.5980 2.6687 0.04 0.06 0.05 0.12
C 2.1703 3.7621 1.9744 -0.18 -0.13 -0.14 -0.26
C 1.6914 2.7036 1.2122 0.13 0.11 0.14 -0.07
C 0.5334 2.9114 0.5025 -0.30 -1.03 -0.63 -0.21
C -0.2135 4.0798 0.5042 0.12 0.10 0.09 -0.12
C 0.3229 5.1011 1.3022 0.03 -0.28 -0.06 -0.19
F -0.2943 6.2769 1.4105 -0.04 0.06 -0.01 0.11
C 1.4946 4.9606 2.0239 0.07 0.15 0.12 0.11
C -1.4589 4.1939 -0.3095 -0.01 0.07 0.02 -0.20
C -2.2138 5.3611 -0.4081 -0.14 0.08 -0.12 0.03
C -3.3233 5.3911 -1.2401 0.09 -0.09 0.05 -0.01
C -3.6736 4.2571 -1.9519 -0.03 -0.08 -0.04 -0.02
C -2.8933 3.1302 -1.7836 -0.08 0.08 -0.02 -0.12
N -1.8264 3.1000 -0.9879 -0.06 -0.36 -0.13 0.00
H 2.2284 1.7613 1.2103 0.04 0.03 -0.02 0.10
H 1.8583 5.7855 2.6215 0.00 -0.01 0.00 0.15
H -1.9548 6.2491 0.1395 0.10 -0.03 0.03 0.12
H -3.9027 6.2995 -1.3325 0.00 0.01 0.02 0.13
H -4.5273 4.2384 -2.6139 0.00 0.00 0.00 0.12
H -3.1276 2.2129 -2.3102 -0.04 0.07 0.00 0.08
N 2.1133 0.3290 -1.5049 0.00 0.10 -0.13 0.03
C 2.7597 -0.8277 -0.9034 0.01 -0.18 0.13 -0.30
C 4.0584 -1.1531 -1.2702 0.07 0.09 -0.08 -0.01
C 4.7067 -2.2356 -0.6984 -0.06 0.01 0.04 -0.03
C 4.0611 -3.0012 0.2626 0.01 -0.06 0.01 -0.04
C 2.7717 -2.6790 0.6451 -0.01 -0.02 -0.04 -0.06
C 2.1038 -1.6005 0.0578 -0.21 0.21 0.07 -0.30
P 0.4286 -1.2158 0.6409 -0.41 -0.11 -0.57 1.05
C 0.4076 -1.5898 2.4055 -0.09 0.30 -0.12 -0.36
C -0.2397 -2.7275 2.8847 0.04 0.02 -0.02 -0.07
C -0.1754 -3.0230 4.2376 -0.03 -0.05 0.05 -0.05
C 0.5063 -2.1838 5.1073 -0.01 0.00 -0.04 -0.04
C 1.1333 -1.0399 4.6287 0.03 0.05 0.04 -0.05
C 1.0839 -0.7381 3.2795 0.01 0.00 -0.03 -0.08
C -0.7457 -2.3789 -0.1127 0.03 0.20 -0.06 -0.41
C -0.3721 -3.5326 -0.7937 0.04 0.02 0.07 -0.08
C -1.3544 -4.3737 -1.3034 0.01 -0.06 -0.03 -0.05
C -2.6961 -4.0773 -1.1152 -0.05 0.02 -0.03 -0.05
C -3.0724 -2.9185 -0.4439 -0.01 0.01 0.00 -0.06
C -2.0989 -2.0631 0.0430 0.09 -0.06 0.01 -0.13
H 2.7361 1.1286 -1.4030 -0.07 0.06 0.02 0.11
H 2.0482 0.1787 -2.5083 0.01 0.02 0.00 0.08
H 4.5765 -0.5449 -2.0030 -0.03 0.00 -0.01 0.13
H 5.7192 -2.4726 -0.9947 0.00 0.00 0.00 0.12
H 4.5668 -3.8407 0.7197 -0.01 0.00 0.01 0.12
H 2.2738 -3.2615 1.4102 0.02 0.00 0.02 0.12
H -0.7807 -3.3844 2.2161 0.02 0.01 0.01 0.11
H -0.6638 -3.9132 4.6106 0.00 0.01 0.02 0.12
H 0.5449 -2.4166 6.1628 0.00 -0.01 0.00 0.12
H 1.6565 -0.3830 5.3104 0.00 0.00 -0.01 0.12
H 1.5707 0.1554 2.9049 0.01 -0.01 0.04 0.10
H 0.6757 -3.7805 -0.9165 -0.01 -0.01 -0.02 0.11
H -1.0725 -5.2703 -1.8397 0.02 0.00 0.04 0.12
H -3.4564 -4.7502 -1.4897 0.02 0.00 -0.02 0.12
H -4.1208 -2.6889 -0.3043 0.01 0.00 0.03 0.12
H -2.3804 -1.1599 0.5785 -0.07 -0.04 0.01 0.11
C -0.1753 -1.1578 -3.7103 0.00 0.16 0.08 -0.33
S -1.0865 0.3301 -3.2228 0.12 0.06 0.62 0.80
C -2.7531 -0.3784 -3.0421 0.08 0.09 -0.07 -0.33
H -0.6525 -1.5589 -4.6024 0.01 0.02 -0.01 0.07
H -0.1854 -1.8905 -2.9089 0.01 -0.06 0.03 0.03
H 0.8423 -0.8662 -3.9614 -0.02 -0.03 -0.05 0.04
H -2.6667 -1.4560 -2.9476 -0.01 -0.06 0.09 0.04
H -3.3212 -0.1222 -3.9337 -0.01 -0.01 0.01 0.06
H -3.2357 0.0287 -2.1587 -0.03 -0.03 0.00 0.03